Molecular formula: C63H138N6O9
Method: DFT, wB97M-V/def2-TZVPD

Output
HOMO-LUMO gap (eV): 8.093
Energy above the lowest of the compared OMol25 structures with the same formula, charge and spin (kcal per mole): 129.86
HOMO energy (eV): -7.90

```
216
Properties=species:S:1:pos:R:3:forces:R:3
O 10.521928 3.507733 5.923045 0.894 0.684 0.230
O 8.400519 0.058551 4.519788 -0.253 -0.768 0.744
O 5.812038 -2.175019 15.470422 2.003 2.294 0.462
O 1.490360 0.617809 7.881714 -0.223 0.216 -0.356
O -1.253522 -3.215767 9.324130 0.211 -1.411 -0.794
O 7.654443 -2.862173 7.626769 -0.674 -0.367 -1.854
O 8.982141 2.410160 15.068949 -0.573 -0.423 -0.221
O 9.388455 -6.656602 8.608223 -1.304 1.163 -0.195
O 4.083366 -4.697911 1.319000 0.438 1.162 -1.000
N 10.225762 2.929617 14.707148 1.976 -0.582 1.364
N 0.819833 1.771055 8.311750 0.005 2.510 2.354
N 8.140689 0.233267 3.200399 -0.805 2.747 -3.402
N 10.318320 -7.599554 8.273680 2.556 -2.180 0.762
N -1.421548 -4.646238 9.100331 -1.062 -0.050 0.914
N 4.961397 -3.207819 15.519000 -1.742 -2.274 -0.284
C -0.610139 -5.418628 10.002779 -1.264 -0.727 1.952
C 4.377111 -6.995170 1.662901 -0.510 -0.487 0.880
C 1.753181 2.662194 9.066443 0.271 -0.444 -0.506
C 6.804880 -4.857191 15.522590 0.116 0.561 -1.147
C 8.445775 -1.996651 9.562987 -0.323 0.918 1.117
C 11.748609 -8.660665 6.627824 0.693 -0.558 -0.184
C 4.313511 -5.215993 3.625931 -0.687 -0.203 0.782
C 12.666510 3.561735 13.154992 0.011 -2.121 1.428
C 9.359018 5.191890 14.337128 -0.912 -0.969 0.205
C -0.952104 -6.944574 9.876586 1.125 -0.477 -0.297
C 6.526538 2.138420 3.565846 0.706 -0.100 0.428
C 11.299873 -7.778430 9.412828 -0.480 -1.978 -0.967
C 6.599054 0.975321 1.322659 -1.107 0.811 1.134
C 10.126610 3.992336 13.761670 2.699 1.209 -1.255
C 3.065600 -5.153190 16.394064 1.349 0.197 -0.569
C -1.866337 -6.593613 7.663191 -0.779 -1.237 -0.318
C 8.784605 -0.693679 2.293395 2.377 -0.057 -0.639
C 11.435905 1.226740 16.060445 -0.561 0.435 -0.406
C 12.146767 -6.576509 9.830741 -0.555 0.160 -0.084
C 3.785765 -5.706996 2.265722 1.294 0.524 -1.201
C 4.580287 -5.502893 16.011629 -3.290 -1.460 1.251
C 1.999535 2.020466 10.445032 -0.337 0.717 -0.171
C 10.962025 0.732656 13.653012 0.612 -0.097 -0.071
C -1.683107 -5.045407 7.728540 -0.053 0.605 0.117
C 6.790993 0.759188 2.872177 -2.085 0.003 -0.069
C -3.044142 -4.393764 7.297552 0.996 -0.362 -0.957
C 0.312352 4.711094 8.254651 0.526 -1.217 -0.186
C 7.198686 -2.163646 8.749048 0.608 -0.685 0.565
C -0.515465 -4.656511 6.795970 -0.212 -0.399 -0.397
C 12.662347 2.530538 14.344584 -0.198 -0.263 -1.034
C 9.538552 3.631069 12.391221 -0.469 0.426 0.226
C 11.446564 -6.173549 6.486432 -0.039 -0.374 0.312
C 8.395320 -2.156043 2.492343 -0.008 -0.224 -1.171
C 10.762401 -7.525994 6.872886 0.953 1.474 -0.123
C 0.397842 2.511898 5.948378 0.838 1.278 -0.052
C -1.104935 -5.127628 11.460288 -0.033 0.696 0.014
C 5.611992 -0.206343 3.345062 1.101 -0.097 0.783
C 1.145212 4.098403 9.361562 0.564 0.241 -0.781
C 12.226860 -8.943587 9.009566 0.430 -0.580 0.293
C 6.152364 -2.966326 9.486222 0.124 -0.188 0.263
C 0.874767 -5.156262 9.915919 0.684 -0.654 -0.132
C 11.917733 4.946167 7.230523 -0.116 -1.584 0.709
C -0.917113 -7.477821 8.469637 -0.496 1.906 -0.154
C 2.625774 -3.905805 15.599045 1.190 -1.625 0.593
C 11.647998 4.551170 13.536767 -1.848 0.665 -0.622
C 8.590964 -0.221469 0.789242 -1.358 -0.696 1.674
C 12.909434 -8.847989 7.669360 -1.398 0.650 -0.184
C 3.155341 -1.717011 14.733073 1.500 -0.274 -0.802
C 5.883015 -4.268841 17.718059 -0.134 0.761 0.204
C 7.096891 -0.131523 0.495434 1.225 0.000 -1.668
C 5.529354 -4.381112 16.231433 0.388 -0.761 -0.732
C 10.350097 -0.580404 2.516744 -0.542 0.547 0.750
C 10.524543 -8.319151 10.677673 0.698 1.338 -0.300
C 3.103118 2.763352 8.267747 0.547 0.889 0.434
C 12.117009 2.342063 7.243244 0.625 -0.174 0.170
C 11.895870 3.605423 6.466268 -2.141 1.006 -1.254
C 11.283164 1.845825 14.622682 0.198 1.165 0.585
C 3.588048 -2.735106 15.776491 -1.630 0.423 0.588
C -1.233168 1.323714 7.385416 -1.187 -1.060 -0.665
C -0.756318 3.688733 7.867114 0.778 0.912 0.292
C 9.545139 -7.767919 5.962396 0.109 -0.219 0.525
C -0.144681 2.359542 7.386547 -0.381 -1.346 -1.803
C 3.380204 -2.044172 17.124225 0.956 -0.669 1.076
H 12.594932 3.681222 5.633401 0.035 -0.283 -0.230
H 9.278654 -1.555701 9.015287 -0.266 0.292 0.012
H 4.554519 -6.011532 15.047934 0.281 0.819 -0.546
H -1.284825 4.312999 7.146652 -0.625 -1.216 -0.735
H 13.365103 1.713685 14.180247 0.139 -0.027 0.025
H 10.027232 -7.445406 11.098801 -0.388 -0.270 0.240
H 3.695904 -2.730875 17.909639 -0.090 0.027 0.211
H 6.983302 1.956095 1.042396 0.783 -0.136 -0.075
H 5.621935 2.689358 3.308438 -0.339 -0.635 -0.530
H 6.538725 -3.930665 9.816189 0.152 -0.323 -0.427
H 4.852249 -6.343355 16.650197 0.234 0.029 0.381
H 3.954372 -7.275285 0.698045 -0.499 0.375 0.090
H 11.514419 5.828837 6.734193 0.099 -0.403 -0.389
H -0.919041 -4.580624 5.786285 0.232 0.279 -0.163
H 11.678079 5.201369 12.662449 -0.850 0.800 0.260
H 1.031173 1.871864 10.922822 -0.077 -0.442 -0.119
H 2.585467 1.103471 10.382532 -0.058 0.067 0.126
H 9.821816 -7.861443 4.912250 0.125 0.295 0.030
H -1.275663 -8.507056 8.455398 0.398 -0.045 -0.267
H 0.954921 4.879262 7.390414 -0.014 0.017 -0.283
H 5.625639 -0.283013 4.432268 -0.102 0.492 0.327
H 0.606491 1.647677 5.317756 -0.349 -0.370 0.529
H 3.919494 2.075803 8.488854 -0.698 -0.981 0.191
H 10.967847 -1.004800 1.725300 -0.306 -0.463 0.061
H 2.430056 -5.985103 16.090571 0.005 -0.120 0.222
H -0.655346 -5.843380 12.148529 0.133 0.191 0.099
H -0.173652 -7.536563 10.357895 0.137 0.381 0.776
H 12.865599 -6.965211 10.552042 -0.111 0.401 0.313
H -3.095545 -3.311573 7.177879 0.646 0.128 0.364
H 9.372290 4.613516 11.949368 0.089 -0.260 -0.737
H 11.933834 5.109799 14.428018 0.005 0.013 0.025
H 11.269152 -8.644660 11.404097 0.137 0.095 0.061
H 8.693575 -2.628582 3.428215 -0.054 0.294 0.151
H -2.100065 -2.991697 9.717529 -0.101 0.149 0.054
H 10.623547 -0.951968 3.504288 0.060 -0.550 -0.131
H -0.950996 -4.102507 11.797239 0.879 0.050 -0.052
H 1.296815 -5.589858 9.009291 -0.049 0.358 -0.373
H 2.998471 2.767425 7.182787 -0.210 0.045 0.156
H 7.023053 0.112934 -0.564224 -0.170 0.411 -0.213
H -0.110986 5.688640 8.485490 -0.044 -0.107 0.386
H 3.281290 -2.227806 13.778433 -0.353 0.210 -0.375
H 8.362627 4.782359 14.503258 -0.351 0.378 0.159
H 5.898371 -2.511416 10.443632 -0.547 0.422 -0.251
H 12.924405 5.138506 7.601609 -0.014 0.118 0.056
H 10.881128 -5.306985 6.829161 -0.116 -0.040 -0.068
H 1.351041 3.034389 6.029002 0.180 0.010 -0.111
H 0.041698 -3.763235 7.078309 -0.473 0.201 0.032
H 10.581302 0.584266 16.272543 -0.193 0.272 0.226
H 12.713029 -6.056577 9.058010 -0.107 -0.378 -0.268
H -1.888092 -7.256470 10.339989 -0.176 0.588 0.093
H 10.339101 2.581758 5.747692 -0.026 -0.040 -0.143
H 13.024315 -9.065438 9.742579 -0.093 0.255 0.455
H 0.492123 4.191952 10.229222 0.428 -0.692 0.481
H 6.158243 -2.146083 14.575492 0.019 0.042 -0.161
H 9.724430 5.545224 15.301352 0.290 -0.120 -0.087
H 13.514321 -9.748023 7.559145 -0.196 -0.052 -0.553
H 1.401732 -5.715922 10.688705 -0.075 0.189 0.378
H 2.136175 -1.351277 14.858125 0.175 -0.094 0.132
H 5.755077 -1.261897 3.113876 -0.036 0.077 -0.831
H 2.699275 -5.737420 2.183716 -0.165 -0.749 1.074
H 7.318952 2.861682 3.373307 0.345 -0.234 -0.153
H 3.660908 3.654409 8.555795 -0.422 0.678 -0.128
H 9.251118 6.031390 13.650323 0.281 -0.133 -0.092
H 10.674313 0.457297 2.595288 -0.412 0.324 -0.293
H 11.600284 -6.112685 5.409037 -0.239 0.007 -0.080
H 13.616139 -8.022116 7.750726 -0.052 0.286 -0.651
H 8.559592 3.155376 12.450058 -0.072 -0.030 0.334
H 13.185585 2.134613 7.186616 0.009 -0.378 0.584
H 4.611753 0.123042 3.063759 0.193 0.093 -0.195
H 6.477864 -3.371630 17.889196 0.000 0.115 0.029
H 13.625059 4.028472 12.928195 0.193 -0.044 0.516
H 11.514243 2.063055 16.755100 -0.344 -0.052 0.178
H 11.266734 4.680330 8.063366 -0.007 0.688 0.423
H 11.467814 -5.832235 10.246877 0.243 0.105 0.384
H -1.877191 -7.060058 6.678102 0.488 1.053 -0.855
H 4.037116 -1.181034 17.231731 -0.095 0.156 -0.166
H 12.112404 -8.574268 5.603964 0.198 0.212 -0.052
H 12.382853 3.110724 12.204088 -0.117 -0.448 0.033
H -0.205222 3.218292 5.377917 -0.362 -0.217 -0.070
H 6.613680 -5.242974 14.521230 -0.492 0.474 -0.341
H 10.748432 1.046166 12.631169 -0.381 0.119 0.178
H -0.882109 0.332177 7.099564 0.494 0.008 0.127
H 9.071490 -0.832859 0.025446 0.486 -0.147 0.519
H 4.074022 -5.918369 4.424319 -0.190 -0.068 0.084
H 11.716550 2.334871 8.256993 0.313 0.421 0.172
H 5.350524 -4.934499 3.808852 0.475 -0.668 -1.082
H 8.134918 -1.403718 10.423169 0.718 0.171 0.372
H 1.584043 -3.683299 15.830123 0.091 0.381 -0.226
H 12.304588 0.605429 16.278250 0.292 0.023 -0.757
H 11.722758 -9.909862 9.026809 -0.572 0.103 0.094
H 3.898948 -0.920093 14.739864 -0.397 0.410 -0.006
H 7.344545 -2.342178 2.270269 -0.053 0.007 0.260
H 12.445376 -6.111499 6.918427 -0.023 -0.019 0.129
H 5.328651 -3.095335 8.784104 -0.336 -0.127 0.509
H 1.127521 -4.099437 10.001603 -0.102 -0.061 -0.100
H 8.787083 -2.972631 9.908078 -0.087 -0.131 0.132
H 0.224360 -5.456108 6.758769 0.020 -0.141 0.090
H 5.554291 1.113599 1.044370 -0.483 -0.062 0.833
H 6.490280 -1.036836 0.518347 0.295 -0.289 0.753
H 11.078912 -9.519429 6.581727 0.480 -0.663 0.418
H 12.926156 2.995828 15.294329 0.251 0.433 -0.217
H -3.109775 -4.758020 6.272306 -0.822 -0.145 -0.105
H 7.259132 -5.755028 15.941676 0.197 0.507 0.817
H 3.864410 -4.256436 3.882196 -0.687 -0.095 -0.102
H 8.793242 -6.988930 6.088644 0.027 0.063 -0.199
H 5.007439 -4.218123 18.365271 0.011 -0.034 -0.028
H 8.624316 -7.140640 8.286642 -0.788 0.570 0.432
H 2.769916 -4.246883 14.573867 -0.559 0.288 -0.363
H 7.460980 -3.996028 15.396024 0.587 -0.382 0.321
H -2.870674 -6.933431 7.916057 -0.393 0.687 0.790
H 2.464630 2.764772 11.091410 0.575 -0.157 -0.019
H 2.358372 -1.764080 17.380127 -0.080 0.052 -0.496
H 2.991302 -5.018207 17.473117 -0.128 0.030 0.059
H 11.897663 0.179450 13.571451 -0.140 -0.547 0.050
H -1.684522 1.207347 8.370723 -0.112 0.210 0.010
H 3.299603 -4.159514 1.186916 0.152 0.133 -0.009
H 6.696232 -1.243004 8.452294 0.535 0.219 -0.343
H 9.113112 -8.728464 6.243115 -0.223 -0.038 0.081
H 0.087251 -7.329400 8.072974 0.162 -0.614 -0.102
H 7.931356 -0.766409 4.664431 -0.031 -0.552 1.249
H -2.184834 -5.165312 11.603454 -0.215 -0.691 -0.589
H 11.579298 1.516856 6.776349 0.269 -0.091 -0.351
H 8.936341 -2.659021 1.690838 0.089 -0.461 0.105
H 6.494090 -5.113227 18.036952 -0.110 -0.077 -0.130
H 9.842264 -9.161569 10.564013 -0.021 0.243 -0.626
H 10.147398 2.973856 11.770342 0.236 0.310 0.036
H 4.107179 -7.778972 2.370636 0.282 -0.423 -0.070
H -1.451621 3.439676 8.668742 0.100 0.324 0.316
H 1.180393 -0.001142 8.546863 0.098 -0.483 -0.143
H 8.035498 -3.675384 7.966020 0.132 -0.229 -0.137
H 6.472075 2.045331 4.650494 0.155 -0.264 0.071
H 2.029095 4.726837 9.470732 -0.023 0.046 0.626
H -3.901696 -4.675162 7.908709 0.231 -0.407 -0.015
H 10.184789 0.112618 14.099724 -0.091 -0.088 -0.491
H -1.998970 1.487806 6.627317 -0.279 0.513 0.099
H 5.448067 -7.034159 1.463834 0.121 0.537 0.570
H 8.945006 0.809438 0.790126 0.355 -0.094 -0.368
H 8.887037 2.701632 15.978675 -0.180 -0.061 0.139
```
Forces are in eV/Å.

These are the Löwdin partial charges, in e, on atoms 1 to 4: -0.0824 0.0213 -0.0115 0.0012